Density functional theory data (ωB97M-V/def2-TZVPD) for 9 unconnected molecules or ions with the total composition C6H30O12 in a non-equilibrium geometry.

Cartesian coordinates (Å):
O  -2.8580  -1.6140  -5.4154
C  -2.7961  -2.7786  -4.6726
C  -3.0161  -2.6309  -3.1499
O  -1.9295  -2.0548  -2.4542
H  -2.2325  -1.0395  -4.9677
H  -3.3779  -3.5713  -5.1430
H  -1.8079  -3.1713  -4.9121
H  -3.1928  -3.6602  -2.8379
H  -3.9880  -2.2471  -2.8397
H  -1.7802  -1.2126  -2.8900
O  -5.4258  0.9173  -0.4122
C  -5.4752  0.6988  1.0075
C  -4.1186  1.3033  1.5542
O  -3.0795  0.3468  1.2513
H  -5.2605  1.8046  -0.7392
H  -6.2048  1.3771  1.4500
H  -5.7254  -0.3534  1.1430
H  -4.1588  1.3810  2.6407
H  -3.8200  2.2711  1.1513
H  -3.3771  -0.0619  0.4352
O  7.3567  -2.5691  1.3129
C  6.0887  -2.4427  1.7930
C  5.1435  -2.6160  0.6071
O  3.8656  -2.4162  1.0887
H  7.8080  -2.9895  2.0486
H  5.7467  -3.0899  2.6006
H  5.8194  -1.4564  2.1710
H  5.3424  -3.5363  0.0580
H  5.2380  -1.8259  -0.1379
H  3.6256  -3.1122  1.7049
O  -0.1644  -0.6070  4.2731
H  -0.6932  -0.3196  3.5288
H  -0.3803  -1.5337  4.3772
O  -0.6369  1.5543  -3.6424
H  0.1345  1.7584  -3.1136
H  -1.0364  2.4053  -3.8224
O  4.8213  2.9134  0.6255
H  3.9032  2.6477  0.6787
H  4.9825  3.0333  -0.3104
O  -0.3178  5.4019  0.3512
H  -0.1108  4.7766  1.0456
H  0.1613  5.0800  -0.4124
O  0.8980  3.5502  3.5509
H  1.1565  2.6762  3.8433
H  1.2607  4.1411  4.2109
O  1.3124  1.2661  0.2434
H  1.6387  0.3683  0.1822
H  0.6609  1.2374  0.9442

Kohn-Sham gap: 10.16 eV
E_HOMO: -0.370 hartree
SMILES: OCCO.OCCO.OCCO.O.O.O.O.O.O
Calculated total energy: -1149.3501 a.u.
Relative energy (zero: lowest compared OMol25 entry of this formula, charge and spin): 386.3 kJ/mol
Spin multiplicity: 1

Results of the Löwdin charge analysis, in e, for atoms 1 through 6: -0.049 -0.272 -0.244 -0.048 0.073 0.119